{"formula": "C6H15NO", "method": "ωB97M-V with the def2-TZVPD basis set", "species": ["C", "C", "C", "N", "C", "C", "C", "H", "H", "H", "H", "H", "H", "H", "H", "H", "H", "H", "H", "H", "H", "H", "O"], "positions_angstrom": [[-1.77932, -0.22198, -0.90762], [-1.18932, -0.50618, 0.45454], [0.17953, -1.31209, 0.45890], [2.35175, 0.66527, 0.10701], [1.91044, -0.17262, -0.91905], [1.00048, -1.14702, -0.78436], [2.57058, 0.10789, -2.21940], [-2.65715, 0.41820, -0.83904], [-1.12776, 0.41335, -1.52441], [-1.96136, -1.14862, -1.44792], [-1.04676, 0.39078, 1.05087], [-1.84894, -1.23096, 0.93404], [-0.13687, -2.35009, 0.57548], [0.76679, -1.05792, 1.34143], [2.78703, 1.54060, -0.13977], [1.79034, 0.64226, 0.94477], [0.82630, -1.80620, -1.62135], [2.41522, -0.67315, -2.95856], [3.64551, 0.28912, -2.14625], [2.16380, 1.04867, -2.61335], [-3.81706, 2.67257, 3.73439], [-2.95782, 1.57978, 4.27945], [-3.88539, 1.85834, 4.24021]], "forces_ev_per_a": [[0.600, 0.998, -0.409], [0.909, -1.081, 0.170], [-0.775, 0.031, -0.620], [-0.430, -0.453, 0.108], [0.308, -0.226, -0.109], [0.260, 0.451, 0.506], [0.283, 0.533, -0.582], [-0.492, -0.495, 0.180], [0.269, -0.434, 0.100], [-0.263, 0.083, -0.104], [-0.360, 0.149, 0.063], [-0.362, 0.651, 0.511], [0.415, -0.124, -0.021], [-0.108, -0.041, 0.156], [-0.250, -0.131, 0.078], [0.227, 0.384, -0.086], [-0.077, 0.077, -0.115], [-0.143, -0.039, 0.048], [0.044, -0.192, 0.254], [-0.054, -0.137, -0.123], [-0.268, 0.149, -0.057], [-0.352, -0.147, 0.129], [0.618, -0.005, -0.075]], "nbo_charge": [-0.615, -0.389, -0.426, -0.831, 0.192, -0.313, -0.642, 0.211, 0.207, 0.205, 0.188, 0.199, 0.206, 0.193, 0.384, 0.380, 0.205, 0.225, 0.211, 0.210, 0.465, 0.465, -0.929], "de_lowest_kj_mol": 142.8, "smiles": "CCC/C=C(/C)N.O", "multiplicity": 1}